# 1
This record from the Open Molecules 2025 dataset describes a 23-piece molecular cluster, C72H208N18O23 overall in a non-equilibrium geometry. The level of theory is ωB97M-V/def2-TZVPD.

CARTESIAN COORDINATES (ANGSTROEM)
O: -2.094 -3.516 -0.269
H: -2.814 -3.780 0.303
H: -2.015 -4.230 -0.901
O: -3.364 -0.626 1.526
H: -2.600 -1.127 1.812
H: -3.018 0.242 1.318
O: -5.799 -1.525 1.007
H: -4.982 -1.081 1.235
H: -5.933 -1.320 0.081
O: 5.647 2.796 2.879
H: 5.615 2.032 2.303
H: 5.278 3.507 2.355
O: -4.323 -3.860 1.843
H: -3.958 -3.431 2.617
H: -4.812 -3.171 1.394
C: 7.094 2.819 -0.461
C: 5.730 3.466 -0.732
C: 4.595 2.550 -1.261
O: 4.992 2.103 -2.582
C: 4.154 1.136 -3.239
N: 5.132 4.141 0.441
H: 6.954 2.055 0.304
H: 7.861 3.585 -0.350
H: 7.417 2.472 -1.442
H: 5.831 4.159 -1.567
H: 3.707 3.173 -1.377
H: 4.333 1.740 -0.580
H: 4.700 0.925 -4.159
H: 3.189 1.506 -3.586
H: 3.866 0.295 -2.608
H: 5.767 4.840 0.799
H: 4.400 4.742 0.088
C: 3.161 7.611 1.261
C: 2.596 7.304 2.703
C: 2.595 5.841 3.191
O: 2.179 5.879 4.599
C: 1.605 4.654 5.036
N: 3.372 8.027 3.655
H: 3.122 8.684 1.071
H: 2.477 7.186 0.527
H: 4.039 7.073 0.902
H: 1.569 7.665 2.754
H: 3.532 5.286 3.139
H: 1.927 5.262 2.553
H: 2.441 4.045 5.381
H: 1.018 4.130 4.282
H: 0.962 4.889 5.885
H: 3.096 7.723 4.578
H: 4.342 7.751 3.604
C: 2.648 12.612 -1.960
C: 2.004 11.757 -0.870
C: 1.519 10.345 -1.239
O: 0.974 9.765 0.036
C: 0.254 8.553 -0.207
N: 2.905 11.545 0.284
H: 2.775 13.619 -1.564
H: 2.052 12.723 -2.866
H: 3.656 12.368 -2.296
H: 1.233 12.358 -0.387
H: 2.139 9.548 -1.651
H: 0.723 10.431 -1.977
H: 0.813 7.750 -0.686
H: -0.599 8.718 -0.866
H: -0.185 8.162 0.711
H: 2.851 10.547 0.430
H: 2.533 12.091 1.048
C: -2.063 -5.241 -3.527
C: -2.865 -6.406 -2.893
C: -2.320 -7.756 -3.316
O: -1.046 -7.935 -2.665
C: -0.387 -9.134 -3.066
N: -2.955 -6.252 -1.461
H: -2.498 -4.945 -4.482
H: -1.009 -5.520 -3.525
H: -2.113 -4.344 -2.911
H: -3.838 -6.276 -3.368
H: -2.148 -7.798 -4.392
H: -2.989 -8.583 -3.078
H: -0.856 -10.038 -2.676
H: 0.639 -9.188 -2.704
H: -0.299 -9.254 -4.146
H: -2.169 -6.771 -1.095
H: -3.799 -6.716 -1.159
C: -6.068 -2.349 5.352
C: -5.025 -3.360 5.814
C: -3.459 -2.970 5.699
O: -2.990 -3.089 4.375
C: -1.612 -2.988 4.229
N: -5.320 -3.576 7.240
H: -5.708 -1.368 5.662
H: -6.978 -2.606 5.893
H: -6.378 -2.361 4.307
H: -5.251 -4.294 5.300
H: -2.917 -3.657 6.348
H: -3.195 -2.038 6.200
H: -1.058 -3.677 4.866
H: -1.149 -2.012 4.377
H: -1.316 -3.286 3.224
H: -4.604 -4.195 7.593
H: -5.304 -2.673 7.694
C: 3.096 -6.466 -6.474
C: 3.230 -6.022 -4.975
C: 1.973 -5.785 -4.099
O: 2.314 -5.285 -2.858
C: 1.279 -5.197 -1.933
N: 4.057 -7.134 -4.478
H: 2.233 -5.859 -6.745
H: 2.855 -7.530 -6.468
H: 3.969 -6.270 -7.097
H: 3.889 -5.157 -4.905
H: 1.315 -6.652 -4.052
H: 1.328 -5.039 -4.566
H: 0.595 -4.402 -2.229
H: 1.741 -4.880 -0.998
H: 0.793 -6.144 -1.696
H: 4.308 -6.921 -3.523
H: 4.874 -6.962 -5.047
C: 0.984 -1.695 0.476
C: 0.099 -0.741 -0.340
C: 0.916 0.588 -0.648
O: 0.018 1.671 -1.145
C: 0.720 2.884 -1.170
N: -0.364 -1.350 -1.603
H: 0.581 -2.593 0.945
H: 1.333 -1.298 1.429
H: 1.903 -1.870 -0.084
H: -0.736 -0.603 0.347
H: 1.654 0.324 -1.406
H: 1.300 0.904 0.322
H: 1.294 2.956 -2.094
H: 1.352 3.040 -0.295
H: -0.035 3.669 -1.194
H: -1.012 -0.675 -1.982
H: -0.994 -2.092 -1.333
C: 0.752 -5.230 9.814
C: 0.714 -4.931 8.322
C: 1.490 -3.668 7.850
O: 0.918 -3.328 6.565
C: 1.996 -3.188 5.660
N: 1.402 -6.074 7.626
H: 1.628 -5.793 10.135
H: -0.188 -5.737 10.033
H: 0.817 -4.335 10.433
H: -0.344 -4.953 8.063
H: 2.565 -3.838 7.910
H: 1.304 -2.828 8.519
H: 2.689 -4.029 5.674
H: 2.428 -2.191 5.748
H: 1.568 -3.194 4.657
H: 0.939 -6.921 7.924
H: 1.146 -6.182 6.655
C: -0.333 -0.470 -7.736
C: 0.395 -0.076 -6.405
C: 1.689 -0.944 -6.170
O: 1.341 -2.217 -5.717
C: 0.811 -2.292 -4.422
N: 0.723 1.365 -6.548
H: 0.374 -0.387 -8.561
H: -1.254 0.069 -7.958
H: -0.580 -1.532 -7.770
H: -0.290 -0.087 -5.557
H: 2.400 -0.633 -5.405
H: 2.320 -0.948 -7.059
H: 1.478 -2.251 -3.562
H: 0.282 -3.245 -4.405
H: -0.011 -1.592 -4.270
H: -0.119 1.912 -6.653
H: 1.511 1.588 -7.140
C: -4.651 -1.270 -2.796
C: -5.891 -2.110 -2.515
C: -5.515 -3.526 -2.011
O: -6.741 -4.215 -1.940
C: -6.643 -5.341 -1.147
N: -6.610 -1.382 -1.449
H: -3.977 -1.716 -3.527
H: -3.981 -1.083 -1.956
H: -4.974 -0.374 -3.326
H: -6.553 -2.215 -3.374
H: -5.140 -3.435 -0.992
H: -4.802 -4.103 -2.600
H: -7.628 -5.778 -1.311
H: -6.577 -5.191 -0.070
H: -5.795 -5.987 -1.376
H: -6.998 -0.649 -2.025
H: -7.449 -1.763 -1.035
C: -4.219 -8.085 0.850
C: -3.261 -8.121 2.028
C: -2.220 -6.975 2.132
O: -1.372 -7.465 3.154
C: -0.398 -6.455 3.607
N: -4.068 -8.235 3.214
H: -3.795 -8.599 -0.012
H: -4.689 -7.125 0.638
H: -4.988 -8.842 1.005
H: -2.700 -9.028 1.804
H: -2.797 -6.076 2.347
H: -1.813 -7.001 1.121
H: 0.307 -6.091 2.860
H: 0.310 -6.744 4.384
H: -0.949 -5.622 4.043
H: -3.523 -7.926 4.007
H: -4.351 -9.172 3.462
C: 4.199 -1.920 2.822
C: 4.242 -0.448 2.442
C: 3.350 0.406 3.315
O: 1.922 0.166 3.031
C: 0.993 0.927 3.854
N: 5.626 -0.049 2.360
H: 4.324 -2.190 3.871
H: 4.871 -2.430 2.132
H: 3.185 -2.291 2.670
H: 3.890 -0.259 1.428
H: 3.556 1.453 3.095
H: 3.504 0.190 4.372
H: -0.066 0.696 3.734
H: 1.046 1.955 3.495
H: 1.235 0.978 4.915
H: 6.102 -0.023 3.250
H: 6.210 -0.729 1.895
C: 1.727 -9.844 -0.125
C: 2.123 -8.399 -0.279
C: 2.757 -7.728 0.931
O: 3.094 -6.307 0.697
C: 3.580 -5.664 1.810
N: 2.946 -8.121 -1.402
H: 2.510 -10.531 -0.446
H: 0.802 -10.084 -0.650
H: 1.570 -10.152 0.909
H: 1.208 -7.886 -0.573
H: 3.611 -8.308 1.282
H: 2.059 -7.601 1.758
H: 3.816 -4.692 1.377
H: 4.455 -6.131 2.262
H: 2.841 -5.548 2.604
H: 3.203 -7.144 -1.367
H: 2.473 -8.201 -2.291
C: -4.136 2.649 0.470
C: -2.714 3.089 0.988
C: -2.976 3.899 2.288
O: -1.821 4.675 2.494
C: -1.927 5.438 3.635
N: -1.879 1.911 1.265
H: -4.799 3.506 0.589
H: -4.606 1.900 1.107
H: -4.354 2.319 -0.546
H: -2.192 3.754 0.300
H: -3.413 3.311 3.096
H: -3.685 4.672 1.992
H: -1.018 6.015 3.808
H: -2.107 4.788 4.491
H: -2.742 6.107 3.360
H: -1.653 1.463 0.389
H: -1.078 2.500 1.442
C: -5.171 6.396 -3.345
C: -5.386 5.308 -4.406
C: -4.696 4.026 -3.991
O: -3.328 4.079 -4.272
C: -2.552 2.976 -3.858
N: -6.813 5.027 -4.310
H: -5.646 6.143 -2.397
H: -5.363 7.418 -3.670
H: -4.121 6.456 -3.057
H: -5.026 5.641 -5.379
H: -5.019 3.171 -4.584
H: -4.793 3.820 -2.925
H: -2.909 2.033 -4.271
H: -2.451 2.938 -2.773
H: -1.534 3.047 -4.239
H: -6.745 4.205 -4.894
H: -7.251 5.606 -5.012
C: 4.009 -2.167 -1.373
C: 5.165 -2.700 -2.226
C: 6.567 -2.253 -1.740
O: 6.780 -0.843 -1.863
C: 7.988 -0.474 -1.169
N: 5.045 -4.135 -2.269
H: 3.953 -2.616 -0.381
H: 3.030 -2.242 -1.846
H: 4.129 -1.113 -1.121
H: 5.050 -2.214 -3.194
H: 7.233 -2.739 -2.454
H: 6.663 -2.603 -0.713
H: 8.840 -1.098 -1.439
H: 7.849 -0.568 -0.092
H: 8.209 0.563 -1.423
H: 4.174 -4.280 -2.758
H: 4.904 -4.383 -1.300
C: 3.135 6.681 -3.748
C: 2.251 5.381 -3.376
C: 0.777 5.555 -3.855
O: 0.255 6.585 -2.979
C: -1.191 6.773 -3.152
N: 2.784 4.272 -4.156
H: 4.174 6.378 -3.614
H: 2.900 7.364 -2.932
H: 2.856 7.250 -4.634
H: 2.152 5.058 -2.340
H: 0.229 4.616 -3.934
H: 0.838 5.902 -4.886
H: -1.548 7.351 -2.299
H: -1.623 5.775 -3.084
H: -1.480 7.238 -4.094
H: 3.274 4.593 -4.978
H: 3.374 3.602 -3.683
C: -3.107 7.713 0.409
C: -4.312 8.125 1.004
C: -4.141 8.866 2.334
O: -5.314 8.660 3.164
C: -5.211 9.587 4.224
N: -4.847 9.187 0.159
H: -3.287 7.124 -0.490
H: -2.506 7.045 1.027
H: -2.455 8.569 0.238
H: -4.972 7.263 1.106
H: -3.843 9.914 2.296
H: -3.339 8.488 2.969
H: -5.302 10.592 3.812
H: -4.338 9.416 4.854
H: -6.081 9.616 4.880
H: -5.410 9.685 0.833
H: -4.150 9.846 -0.159

Atoms 1-6, force components in eV/Å:
O 0.60 0.63 -0.13
H -0.58 -0.17 0.52
H -0.22 -0.53 -0.09
O 0.00 -0.25 0.00
H 0.14 -0.27 0.08
H 0.30 0.63 0.25

F_max	4.4	eV/A
2S+1	1
gap between HOMO and LUMO	0.3373	Ha
LUMO level	0.5	eV
E_HOMO	-0.320	Ha
charge	0

# 2
This record from the Open Molecules 2025 dataset describes a 12-piece molecular cluster, C72H69F11NOP overall in a non-equilibrium geometry. The level of theory is ωB97M-V/def2-TZVPD.

CARTESIAN COORDINATES (ANGSTROEM)
C: -0.324 -2.303 -0.986
C: -1.356 -1.903 -2.116
O: -2.524 -1.621 -1.736
N: -1.071 -1.799 -3.532
C: -0.702 -3.104 -4.160
C: 0.693 -3.083 -4.948
C: 1.803 -2.136 -4.273
C: 1.999 -0.735 -5.011
P: 0.859 0.647 -4.402
H: 0.765 -2.247 -1.286
H: -0.534 -3.382 -0.693
H: -0.487 -1.622 -0.089
H: -1.867 -1.367 -4.021
H: -1.504 -3.349 -4.945
H: -0.770 -3.903 -3.358
H: 1.111 -4.150 -4.897
H: 0.554 -2.877 -6.064
H: 2.797 -2.699 -4.388
H: 1.640 -2.021 -3.159
H: 3.087 -0.421 -4.826
H: 1.858 -0.789 -6.146
H: 1.456 1.929 -4.649
H: 0.655 0.601 -2.986
F: 0.631 -3.777 2.201
C: 0.570 -2.722 3.033
C: -0.622 -2.430 3.675
C: -0.683 -1.342 4.539
C: 0.446 -0.553 4.742
C: 1.637 -0.853 4.087
C: 1.702 -1.948 3.231
H: -1.492 -3.050 3.498
H: -1.608 -1.110 5.051
H: 0.396 0.298 5.413
H: 2.513 -0.236 4.243
H: 2.623 -2.202 2.720
F: -3.514 -1.011 5.128
C: -4.626 -1.770 5.122
C: -5.540 -1.627 4.091
C: -6.685 -2.415 4.081
C: -6.908 -3.328 5.108
C: -5.985 -3.459 6.141
C: -4.834 -2.679 6.145
H: -5.353 -0.905 3.305
H: -7.404 -2.317 3.276
H: -7.804 -3.939 5.102
H: -6.161 -4.168 6.942
H: -4.099 -2.774 6.937
F: 3.435 3.276 -7.634
C: 3.346 4.324 -6.796
C: 2.139 4.596 -6.172
C: 2.050 5.676 -5.302
C: 3.164 6.479 -5.075
C: 4.369 6.200 -5.712
C: 4.463 5.112 -6.573
H: 1.280 3.964 -6.367
H: 1.113 5.893 -4.801
H: 3.092 7.325 -4.399
H: 5.235 6.828 -5.537
H: 5.395 4.874 -7.071
F: -9.235 -0.727 5.228
C: -10.341 -1.486 5.220
C: -11.256 -1.345 4.189
C: -12.399 -2.136 4.179
C: -12.621 -3.050 5.205
C: -11.697 -3.179 6.238
C: -10.548 -2.397 6.244
H: -11.070 -0.622 3.403
H: -13.118 -2.039 3.373
H: -13.516 -3.663 5.199
H: -11.873 -3.888 7.039
H: -9.814 -2.490 7.035
F: 3.404 1.634 3.492
C: 3.344 2.690 4.321
C: 2.152 2.984 4.962
C: 2.091 4.074 5.824
C: 3.221 4.863 6.027
C: 4.412 4.560 5.373
C: 4.476 3.464 4.520
H: 1.281 2.364 4.785
H: 1.165 4.310 6.337
H: 3.171 5.715 6.696
H: 5.289 5.177 5.529
H: 5.397 3.208 4.010
F: 6.626 3.543 -10.801
C: 5.745 2.577 -11.112
C: 5.926 1.840 -12.271
C: 5.016 0.837 -12.590
C: 3.932 0.590 -11.752
C: 3.759 1.341 -10.593
C: 4.674 2.337 -10.268
H: 6.771 2.051 -12.915
H: 5.152 0.248 -13.490
H: 3.221 -0.189 -12.004
H: 2.912 1.152 -9.943
H: 4.560 2.924 -9.368
F: -2.654 -6.643 3.791
C: -2.568 -6.513 2.457
C: -2.297 -7.628 1.681
C: -2.212 -7.494 0.299
C: -2.389 -6.243 -0.289
C: -2.656 -5.130 0.503
C: -2.751 -5.267 1.882
H: -2.154 -8.591 2.157
H: -2.008 -8.360 -0.319
H: -2.318 -6.137 -1.366
H: -2.789 -4.155 0.045
H: -2.967 -4.412 2.512
F: 6.170 -2.086 -4.548
C: 6.637 -1.049 -5.265
C: 7.908 -0.562 -5.009
C: 8.392 0.507 -5.755
C: 7.595 1.084 -6.741
C: 6.318 0.588 -6.985
C: 5.838 -0.488 -6.247
H: 8.511 -1.018 -4.232
H: 9.388 0.892 -5.568
H: 7.971 1.921 -7.319
H: 5.696 1.041 -7.750
H: 4.849 -0.891 -6.430
F: -2.578 -10.101 -0.858
C: -3.026 -11.079 -0.051
C: -4.256 -11.662 -0.307
C: -4.716 -12.677 0.524
C: -3.945 -13.089 1.608
C: -2.714 -12.492 1.858
C: -2.248 -11.485 1.021
H: -4.845 -11.323 -1.151
H: -5.673 -13.146 0.329
H: -4.307 -13.878 2.259
H: -2.117 -12.811 2.705
H: -1.287 -11.015 1.195
F: 2.614 7.969 7.821
C: 3.086 8.997 7.096
C: 4.370 9.462 7.332
C: 4.860 10.522 6.578
C: 4.058 11.112 5.605
C: 2.768 10.640 5.380
C: 2.281 9.572 6.126
H: 4.976 8.995 8.099
H: 5.866 10.889 6.749
H: 4.440 11.942 5.021
H: 2.145 11.102 4.626
H: 1.284 9.184 5.961
F: 0.526 10.166 3.420
C: 0.216 8.914 3.043
C: 0.874 7.843 3.629
C: 0.546 6.548 3.241
C: -0.425 6.340 2.265
C: -1.074 7.423 1.682
C: -0.756 8.718 2.076
H: 1.631 8.021 4.379
H: 1.048 5.703 3.697
H: -0.676 5.330 1.960
H: -1.827 7.260 0.919
H: -1.257 9.573 1.639

Atoms 1-6, force components in eV/Å:
C 0.27 -0.28 -0.61
C -3.00 1.02 0.57
O 3.17 -0.53 -0.85
N 0.09 -1.02 1.39
C -0.07 -0.16 -1.17
C 0.34 -0.71 0.90

F_max	3.3	eV/A
2S+1	1
gap between HOMO and LUMO	0.3187	Ha
SMILES	CC(=O)NCCCCP.Fc1ccccc1.Fc1ccccc1.Fc1ccccc1.Fc1ccccc1.Fc1ccccc1.Fc1ccccc1.Fc1ccccc1.Fc1ccccc1.Fc1ccccc1.Fc1ccccc1.Fc1ccccc1
LUMO level	0.7	eV
E_HOMO	-0.295	Ha
charge	0

Question: The lowest gap between HOMO and LUMO belongs to which entry?
Answer: C72H69F11NOP

Question: The lowest E_HOMO belongs to which entry?
Answer: C72H208N18O23

Question: Among the records above, which one has the lowest gap between HOMO and LUMO?
Answer: C72H69F11NOP

Question: What is the gap between HOMO and LUMO in the second record?
Answer: 0.3187 Ha